(1)
Here is an isolated molecule of C16H24ClNO2 from the Open Molecules 2025 dataset. Energies are from wB97M-V/def2-TZVPD.

frontier orbital gap	9.17	eV
LUMO level	0.02795	Ha

Element x y z (Å)
C1 3.174 1.677 -1.282
C2 3.196 0.147 -1.308
C3 4.511 -0.415 -0.738
C4 4.578 -0.294 0.783
C5 3.339 -0.933 1.402
C6 2.090 -0.283 0.803
N1 2.012 -0.399 -0.643
C7 1.661 -1.728 -1.112
C8 0.727 -1.676 -2.334
O1 0.878 -2.918 -2.993
C9 -0.755 -1.408 -1.974
O2 -1.201 -0.135 -2.380
C10 -0.834 0.906 -1.497
C11 -1.654 0.932 -0.228
C12 -1.137 1.501 0.929
C13 -1.883 1.540 2.093
C14 -3.158 0.996 2.100
Cl1 -4.093 1.034 3.556
C15 -3.691 0.425 0.957
C16 -2.936 0.401 -0.202
H1 3.968 2.063 -1.917
H2 3.321 2.067 -0.279
H3 2.222 2.042 -1.658
H4 3.128 -0.156 -2.359
H5 4.591 -1.471 -1.008
H6 5.352 0.107 -1.197
H7 4.629 0.757 1.073
H8 5.483 -0.783 1.152
H9 3.331 -2.005 1.190
H10 3.339 -0.801 2.486
H11 2.092 0.782 1.052
H12 1.183 -0.718 1.230
H13 2.535 -2.320 -1.413
H14 1.156 -2.279 -0.316
H15 1.054 -0.861 -2.999
H16 0.338 -2.915 -3.791
H17 -1.383 -2.123 -2.516
H18 -0.925 -1.551 -0.900
H19 -1.006 1.830 -2.059
H20 0.232 0.829 -1.243
H21 -0.142 1.920 0.917
H22 -1.480 1.983 2.990
H23 -4.686 0.008 0.974
H24 -3.341 -0.038 -1.102

Here are the Löwdin charges for atoms 1 to 2, given in e:
1. C -0.038
2. C -0.360

---

(2)
Here is a 4-piece molecular cluster, C2H13NO3 overall from the Open Molecules 2025 dataset. Energies are from wB97M-V/def2-TZVPD.

frontier orbital gap	10.35	eV
LUMO level	0.01618	Ha

Element x y z (Å)
C1 1.479 0.902 1.337
C2 0.691 -0.246 0.708
N1 -0.243 0.159 -0.370
H1 2.057 1.383 0.551
H2 0.843 1.602 1.882
H3 2.055 0.511 2.172
H4 1.411 -0.965 0.339
H5 0.063 -0.688 1.440
H6 0.103 1.024 -0.763
H7 -1.137 0.322 0.041
O1 -0.631 3.778 1.299
H8 0.095 4.185 0.808
H9 -0.859 3.051 0.705
O2 2.996 -0.896 -2.006
H10 2.161 -1.142 -1.593
H11 3.692 -0.998 -1.350
O3 -4.167 -3.723 -0.846
H12 -4.130 -3.859 0.108
H13 -3.601 -2.952 -0.969

Here are the Löwdin charges for atoms 1 to 2, given in e:
1. C -0.103
2. C -0.329

---

(3)
Here is a 11-piece molecular cluster, C32H49Cl12F15O10 overall from the Open Molecules 2025 dataset. Energies are from wB97M-V/def2-TZVPD.

frontier orbital gap (alpha / beta)	2.08 / 6.95	eV
multiplicity	2
charge	-1
LUMO level (alpha / beta)	0.06519 / 0.06512	Ha

Element x y z (Å)
C1 1.805 0.924 6.956
C2 2.759 -0.187 6.479
O1 1.904 -0.964 5.679
C3 2.362 -1.919 4.835
O2 3.585 -2.083 4.640
C4 1.318 -2.840 4.164
F1 1.258 -3.955 4.967
F2 0.102 -2.235 4.051
F3 1.673 -3.140 2.930
H1 0.829 0.603 7.321
H2 1.778 1.677 6.168
H3 2.183 1.366 7.877
H4 3.209 -0.661 7.352
H5 3.556 0.296 5.914
C5 0.019 4.024 2.455
C6 0.104 3.366 1.101
O3 -1.239 3.044 0.708
C7 -1.859 3.515 -0.345
O4 -1.353 4.335 -1.102
C8 -3.313 3.006 -0.401
F4 -3.378 1.725 -0.065
F5 -4.035 3.668 0.507
F6 -3.812 3.157 -1.654
H6 -0.457 5.004 2.408
H7 1.049 4.163 2.784
H8 -0.442 3.423 3.239
H9 0.542 2.370 1.168
H10 0.626 4.005 0.389
C9 6.887 -0.289 1.478
C10 5.952 -0.633 2.656
O5 5.016 0.369 2.951
C11 3.832 0.509 2.259
O6 3.494 -0.175 1.323
C12 2.987 1.648 2.877
F7 2.978 2.606 1.982
F8 1.758 1.217 3.150
F9 3.501 2.165 4.004
H11 7.551 -1.104 1.190
H12 7.580 0.532 1.662
H13 6.293 -0.160 0.573
H14 6.644 -0.783 3.485
H15 5.426 -1.584 2.741
C13 1.543 -1.028 -4.958
C14 0.188 -0.293 -5.054
O7 0.441 1.083 -5.396
C15 0.221 1.532 -6.652
O8 -0.090 0.845 -7.637
C16 0.383 3.053 -6.782
F10 -0.769 3.573 -7.063
F11 0.766 3.595 -5.621
F12 1.214 3.403 -7.773
H16 2.249 -0.553 -4.276
H17 2.026 -1.130 -5.930
H18 1.476 -2.020 -4.511
H19 -0.179 -0.170 -4.035
H20 -0.465 -0.894 -5.686
C17 -5.975 -0.886 -2.518
C18 -5.006 0.201 -2.231
O9 -5.007 0.997 -3.395
C19 -3.882 1.084 -4.153
O10 -2.881 0.441 -3.888
C20 -4.013 1.927 -5.431
F13 -5.315 2.290 -5.645
F14 -3.292 3.079 -5.249
F15 -3.532 1.274 -6.533
H21 -5.662 -1.486 -3.372
H22 -6.929 -0.409 -2.742
H23 -5.954 -1.582 -1.679
H24 -4.092 -0.318 -1.941
H25 -5.278 0.891 -1.432
Cl1 4.247 -1.652 -1.952
C21 3.787 -3.133 -1.015
C22 4.560 -3.241 0.310
Cl2 6.251 -3.430 0.024
H26 4.079 -4.020 -1.578
H27 2.715 -3.065 -0.832
H28 4.188 -4.195 0.684
H29 4.442 -2.448 1.048
Cl3 0.544 -1.574 -1.746
C23 -0.634 -0.991 -0.517
C24 0.079 -0.465 0.722
Cl4 -1.108 0.297 1.851
H30 -1.304 -1.769 -0.151
H31 -1.350 -0.287 -0.942
H32 0.951 0.171 0.569
H33 0.411 -1.322 1.308
Cl5 -3.125 -2.968 3.687
C25 -3.384 -4.354 2.545
C26 -3.104 -3.882 1.169
Cl6 -3.977 -2.458 0.637
H34 -4.394 -4.763 2.568
H35 -2.716 -5.183 2.776
H36 -3.334 -4.749 0.550
H37 -2.044 -3.640 1.088
Cl7 1.667 5.300 -1.729
C27 2.305 4.148 -2.912
C28 1.554 2.798 -2.847
Cl8 1.857 1.956 -1.329
H38 3.378 3.994 -2.800
H39 2.216 4.647 -3.876
H40 1.895 2.046 -3.559
H41 0.475 2.894 -2.969
Cl9 -4.727 -4.345 -2.290
C29 -3.222 -3.504 -2.773
C30 -2.012 -4.484 -2.976
Cl10 -1.579 -5.358 -1.497
H42 -3.013 -2.740 -2.024
H43 -3.383 -2.933 -3.687
H44 -1.121 -3.896 -3.196
H45 -2.048 -5.247 -3.754
Cl11 -3.740 0.707 6.834
C31 -3.123 0.436 5.190
C32 -2.753 1.820 4.607
Cl12 -1.380 2.452 5.641
H46 -3.778 -0.207 4.602
H47 -2.170 -0.093 5.174
H48 -3.589 2.509 4.494
H49 -2.349 1.719 3.599

Here are the Löwdin charges for atoms 1 to 2, given in e:
1. C -0.091
2. C -0.252

---

(4)
Here is an isolated molecule of C25H21N3O4S2 from the Open Molecules 2025 dataset. Energies are from wB97M-V/def2-TZVPD.

frontier orbital gap	8.39	eV
LUMO level	0.01419	Ha

Element x y z (Å)
C1 -1.682 -4.506 -0.503
C2 -1.839 -4.198 0.769
C3 -1.474 -2.889 1.408
N1 -1.104 -1.862 0.457
C4 -2.055 -1.225 -0.267
S1 -3.723 -1.636 0.064
C5 -4.625 -0.461 -0.996
C6 -4.567 0.926 -0.362
O1 -5.290 1.245 0.556
N2 -3.653 1.737 -0.932
C7 -3.196 2.946 -0.272
C8 -1.853 2.689 0.364
C9 -1.762 1.780 1.409
C10 -0.543 1.443 1.988
C11 0.578 2.057 1.483
C12 0.496 2.966 0.427
C13 -0.705 3.295 -0.151
O2 1.752 3.412 0.114
C14 2.625 2.781 1.027
O3 1.883 1.925 1.868
N3 -1.806 -0.343 -1.186
C15 -0.510 -0.041 -1.385
S2 -0.009 1.116 -2.564
C16 1.642 0.837 -2.138
C17 1.815 -0.083 -1.150
C18 3.145 -0.478 -0.673
C19 4.157 -0.715 -1.601
C20 5.424 -1.071 -1.179
C21 5.698 -1.188 0.173
C22 4.699 -0.947 1.100
C23 3.428 -0.594 0.685
C24 0.559 -0.599 -0.698
C25 0.283 -1.620 0.283
O4 1.082 -2.254 0.936
H1 -1.952 -5.475 -0.885
H2 -1.273 -3.813 -1.221
H3 -2.243 -4.918 1.467
H4 -2.307 -2.528 2.020
H5 -0.600 -3.043 2.052
H6 -4.193 -0.498 -1.993
H7 -5.650 -0.829 -0.993
H8 -2.990 1.312 -1.568
H9 -3.129 3.753 -1.006
H10 -3.947 3.198 0.481
H11 -2.667 1.326 1.785
H12 -0.474 0.739 2.801
H13 -0.753 3.994 -0.970
H14 3.134 3.545 1.638
H15 3.377 2.194 0.476
H16 2.402 1.399 -2.644
H17 3.940 -0.638 -2.656
H18 6.199 -1.261 -1.908
H19 6.688 -1.468 0.503
H20 4.907 -1.034 2.156
H21 2.660 -0.400 1.415

Here are the Löwdin charges for atoms 1 to 2, given in e:
1. C 0.019
2. C -0.163

---

| no. | E_tot (a.u.) |
| --- | --- |
| 1 | -1289.4861 |
| 2 | -364.4414 |
| 3 | -9021.4542 |
| 4 | -2226.9076 |